Here is 7 unconnected molecules or ions with the total composition C50H86BrF8N5O23P at a distorted geometry from the Open Molecules 2025 dataset. Energies are from the ωB97M-V functional and the def2-TZVPD basis.

Computed properties:
Kohn-Sham gap = 6.59 eV
HOMO level = -10.37 eV
F_max = 6.560 eV/A

Structure (ORCA input):
```
! RIJCOSX wB97M-V def2-TZVPD def2/J DEFGRID3
* xyz 1 1
C 1.21884 -3.18432 8.34175
C 1.13191 -1.86683 7.39795
O 0.67113 -0.84732 8.00086
N 1.56406 -1.72124 6.03287
C 2.94400 -1.36876 5.74782
C 3.46498 -0.18664 4.77927
O 3.85466 -2.07107 6.28159
N 0.74873 -2.03356 4.96012
C 1.18051 -3.37829 4.43424
F 1.74803 -4.25775 5.43075
C 0.10305 -4.22546 3.61816
P 0.48988 -6.13020 3.56297
O 2.06961 -6.18609 2.84892
O -0.60485 -6.75486 2.36829
N -1.29237 -3.87052 3.98945
C -1.66620 -4.71747 5.09572
C -2.67674 -4.52042 6.28602
C -2.26442 -5.63598 7.42665
Br -4.58765 -5.07311 5.91470
C -1.61431 -2.42298 3.87371
C -1.04663 -1.93968 2.44151
C -1.45788 -0.63555 1.69711
C -0.44284 -0.47309 0.41801
N -0.76496 -1.38509 -0.70464
C -1.03685 -0.65424 -1.97118
C 0.15385 0.26766 -2.50096
C -0.24503 1.66948 -3.09969
C 0.81790 2.68417 -3.65795
C 2.33584 2.30359 -3.66056
C 2.72986 0.93127 -3.05967
C 1.65884 -0.07001 -2.49136
O 2.11687 -1.30411 -1.92680
C -3.16137 -2.04518 3.93784
F -3.71664 -2.02866 5.28461
F -3.45676 -0.64043 3.70985
C -4.18290 -2.86745 3.04946
F -3.90589 -4.26439 2.88055
F -5.44305 -2.85023 3.74661
C -4.53250 -2.38726 1.56955
F -3.54077 -2.74049 0.59609
F -5.64301 -3.22368 1.18488
F -5.02950 -1.08976 1.41805
C -0.72428 -1.78204 5.10130
C -0.89474 -0.18646 5.27364
C -1.94537 0.21655 6.46318
N -1.47110 1.38991 7.26938
H 0.89973 -2.93585 9.41833
H 0.68058 -4.08317 7.89501
H 2.34773 -3.43231 8.41808
H 4.13387 0.50931 5.38344
H 2.60952 0.34326 4.22831
H 4.15606 -0.71008 4.01531
H 1.04065 -1.34715 4.21488
H 2.06447 -3.16882 3.71475
H 0.36445 -4.06078 2.49684
H 1.94282 -5.85693 1.91827
H -0.51149 -6.22144 1.53831
H -0.69706 -4.92505 5.71819
H -2.04383 -5.72595 4.64684
H -2.64106 -3.55256 6.88504
H -3.17002 -5.91472 8.06348
H -1.47167 -5.10768 8.08966
H -1.73975 -6.53780 6.95504
H -1.28216 -2.82842 1.73006
H 0.11619 -1.88629 2.39824
H -1.32091 0.37552 2.24610
H -2.50425 -0.55989 1.23460
H -0.54433 0.64036 0.11557
H 0.65364 -0.56986 0.78620
H -0.01444 -2.08870 -0.84824
H -1.93987 0.03992 -1.76208
H -1.34596 -1.38221 -2.79260
H -1.34014 2.02662 -3.12535
H 0.45354 3.70073 -4.05537
H 3.16319 2.96676 -4.07171
H 3.83720 0.62636 -3.00832
H 2.13751 -1.96049 -2.66045
H -1.21006 -2.20457 6.04381
H -1.27913 0.36065 4.35663
H 0.08390 0.35498 5.57099
H -2.91071 0.58045 5.93775
H -2.25963 -0.67869 7.09994
H -0.44496 1.42222 7.33755
H -1.79905 1.23901 8.23538
C 6.07886 -6.72828 4.49347
C 5.42367 -6.46817 3.14923
O 6.40561 -6.22028 2.13492
C 7.04495 -7.30664 1.66695
O 6.85172 -8.44584 2.01292
O 7.94651 -6.89901 0.75528
C 8.76855 -7.95190 0.24881
H 6.75691 -5.91129 4.75395
H 5.32427 -6.82845 5.27647
H 6.67546 -7.64266 4.47313
H 4.80920 -5.56769 3.21612
H 4.76420 -7.28865 2.85527
H 8.16533 -8.77451 -0.14027
H 9.44289 -8.30544 1.03151
H 9.36677 -7.54695 -0.56804
C -2.04963 7.21705 -7.36010
C -1.37129 8.03254 -6.27509
O -2.26341 8.27661 -5.17899
C -2.46048 7.23652 -4.34612
O -1.94652 6.14592 -4.43912
O -3.33857 7.61445 -3.40478
C -3.70770 6.56174 -2.51710
H -2.98154 7.69507 -7.67349
H -1.39538 7.10987 -8.22746
H -2.30906 6.22027 -7.00213
H -1.09512 9.00946 -6.67744
H -0.45208 7.55488 -5.92569
H -2.82727 6.09394 -2.07097
H -4.30972 5.82124 -3.04777
H -4.31213 6.99010 -1.71695
C -7.07826 1.61337 -1.09168
C -8.23854 2.58435 -1.21348
O -8.26778 3.49581 -0.10810
C -7.36120 4.48370 -0.15240
O -6.55337 4.66290 -1.03238
O -7.49516 5.22487 0.95925
C -6.51659 6.25434 1.08729
H -7.10398 1.10188 -0.12574
H -7.11472 0.86903 -1.88983
H -6.11930 2.13320 -1.15070
H -9.17948 2.03123 -1.18636
H -8.20989 3.12748 -2.16150
H -6.48742 6.88773 0.19808
H -5.53566 5.81301 1.27785
H -6.79062 6.87336 1.94227
C 0.22612 10.82120 -3.89808
C -0.51609 9.98111 -2.87471
O 0.39241 9.40149 -1.92815
C 0.85452 10.23609 -0.98252
O 0.56122 11.40096 -0.85977
O 1.71177 9.55281 -0.20504
C 2.35536 10.35396 0.78394
H 1.01622 10.23480 -4.37505
H -0.45920 11.18682 -4.66566
H 0.70777 11.68238 -3.42990
H -1.01259 9.15098 -3.38180
H -1.29116 10.55776 -2.36350
H 1.62775 10.89801 1.38988
H 3.05188 11.04605 0.30583
H 2.92078 9.68936 1.43841
C -0.26778 1.31119 -10.85546
C 0.39179 2.47961 -10.14550
O -0.58720 3.39554 -9.63859
C -1.21883 3.00756 -8.51840
O -1.02141 1.98205 -7.91135
O -2.11925 3.95193 -8.19906
C -2.93453 3.61414 -7.07847
H -0.95059 1.66950 -11.63020
H 0.48393 0.66550 -11.31407
H -0.86004 0.70957 -10.16257
H 1.00162 3.03764 -10.85898
H 1.05616 2.14345 -9.34522
H -2.32725 3.34519 -6.21147
H -3.61001 2.79774 -7.34366
H -3.53271 4.48867 -6.82037
C 5.57290 -5.98930 -6.14335
C 5.36807 -7.30187 -5.40880
O 6.07812 -7.31347 -4.16343
C 5.51407 -6.61170 -3.16733
O 4.47328 -5.99939 -3.23064
O 6.31464 -6.69627 -2.09209
C 5.88005 -5.90715 -0.98599
H 6.63893 -5.78004 -6.26417
H 5.10253 -6.02196 -7.12818
H 5.14534 -5.15254 -5.58664
H 5.77583 -8.11821 -6.00832
H 4.30787 -7.51516 -5.25014
H 4.84391 -6.13200 -0.72029
H 5.99560 -4.84579 -1.21878
H 6.51662 -6.14709 -0.13055
*
```

***

Here is 8 unconnected molecules or ions with the total composition C50H94Cl2N2O7 at a distorted geometry from the Open Molecules 2025 dataset. Energies are from the ωB97M-V functional and the def2-TZVPD basis.

Computed properties:
Kohn-Sham gap = 9.65 eV
HOMO level = -9.11 eV
F_max = 4.724 eV/A
SMILES = CCCCCCCCCCCCCCC[C@@H](C#N)[C@@H](C#N)[C@H](Cl)[C@H](C)Cl.C1CCOC1.C1CCOC1.C1CCOC1.C1CCOC1.C1CCOC1.C1CCOC1.C1CCOC1

Structure (ORCA input):
```
! RIJCOSX wB97M-V def2-TZVPD def2/J DEFGRID3
* xyz 0 1
C -0.48725 3.92020 2.68893
C -1.31022 4.00108 1.41294
C -1.19173 2.72212 0.57868
C -1.75753 1.50338 1.31097
C -0.77892 0.30399 1.36649
C -0.41347 -0.05801 2.80934
C 0.22987 -1.45189 2.92865
C 1.53982 -1.38967 3.72321
C 2.76435 -1.23118 2.82091
C 3.38426 -2.57552 2.47253
C 4.41383 -2.44846 1.36110
C 5.60546 -1.58233 1.73957
C 6.36280 -1.03888 0.54104
C 5.42251 -0.23799 -0.35198
C 6.09946 0.94199 -1.00828
C 5.22505 1.71550 -1.98747
C 4.56115 0.80069 -2.89640
N 4.00859 0.01412 -3.58580
C 4.14311 2.62872 -1.34761
C 3.03085 1.85234 -0.83492
N 2.10914 1.19702 -0.48658
C 4.73727 3.57234 -0.28268
Cl 4.65145 2.79185 1.34754
C 4.01033 4.90781 -0.15625
C 3.64257 5.54838 -1.46375
Cl 5.16682 6.02294 0.69339
H -1.00834 3.35813 3.45409
H 0.49189 3.49016 2.51525
H -0.34553 4.91947 3.08141
H -2.35547 4.17307 1.63313
H -0.92072 4.80555 0.79872
H -0.13733 2.59181 0.37128
H -1.74590 2.84338 -0.34036
H -2.65706 1.15152 0.82662
H -1.98501 1.76228 2.33483
H -1.19432 -0.56835 0.87842
H 0.14677 0.58750 0.88398
H 0.28028 0.71299 3.13245
H -1.27230 0.04087 3.46011
H -0.46551 -2.07916 3.46190
H 0.39496 -1.82384 1.92693
H 1.64578 -2.30428 4.29701
H 1.49827 -0.55569 4.40985
H 3.48398 -0.62264 3.35348
H 2.52167 -0.69342 1.90668
H 3.82583 -2.98346 3.37909
H 2.60196 -3.25994 2.16799
H 4.78126 -3.43187 1.08772
H 3.88140 -2.05789 0.50355
H 6.24992 -2.18351 2.37057
H 5.28055 -0.74551 2.34172
H 7.16140 -0.41413 0.93294
H 6.83551 -1.85595 0.00506
H 4.60100 0.06869 0.27800
H 5.00413 -0.91189 -1.08730
H 6.48335 1.58474 -0.22983
H 6.97507 0.57081 -1.52878
H 5.86108 2.33521 -2.60647
H 3.71334 3.18686 -2.16871
H 5.78749 3.73680 -0.45565
H 3.17889 4.82384 0.52041
H 3.13594 6.47874 -1.25635
H 2.91026 4.93345 -1.96624
H 4.49109 5.74873 -2.09952
C 1.23638 4.06094 -6.38874
C 1.39930 2.62167 -5.91390
C 2.42631 2.77404 -4.80228
O 2.22078 4.07680 -4.23618
C 1.34515 4.83361 -5.08367
H 0.30066 4.24134 -6.91124
H 2.06066 4.33035 -7.05489
H 0.45437 2.25536 -5.50716
H 1.72274 1.93420 -6.69359
H 3.44884 2.72495 -5.19585
H 2.31817 2.01993 -4.02318
H 0.37215 4.91354 -4.58799
H 1.75037 5.83773 -5.21530
C -2.48796 3.03518 -10.11989
C -2.33005 1.59476 -9.64190
C -1.30846 1.75013 -8.52453
O -1.51844 3.04946 -7.96247
C -2.38566 3.80705 -8.81216
H -3.42058 3.22375 -10.64871
H -1.66076 3.30241 -10.78127
H -3.27666 1.22873 -9.23857
H -2.00318 0.90648 -10.41930
H -0.28466 1.70176 -8.91199
H -1.41733 0.99923 -7.74164
H -3.36185 3.89136 -8.32312
H -1.97599 4.80959 -8.94149
C -6.22007 3.76820 -1.57527
C -5.67406 5.05585 -2.18266
C -4.78466 5.57242 -1.06071
O -4.29106 4.42209 -0.36886
C -5.01692 3.26362 -0.79201
H -6.57533 3.04959 -2.31201
H -7.04426 3.99529 -0.89524
H -5.07235 4.82707 -3.06523
H -6.44501 5.76812 -2.47235
H -5.35347 6.18457 -0.35233
H -3.94110 6.15952 -1.42539
H -4.35926 2.65494 -1.42263
H -5.29592 2.67668 0.08352
C -0.53118 2.44156 8.29773
C 0.41594 2.95070 7.21465
C 0.27437 1.87166 6.15093
O -1.05966 1.36829 6.25785
C -1.65774 1.84390 7.46526
H -0.87617 3.21622 8.98086
H -0.04220 1.66136 8.88555
H 0.06143 3.90913 6.82812
H 1.44313 3.07936 7.55202
H 0.97043 1.04410 6.32850
H 0.43684 2.24927 5.14095
H -2.40489 2.60256 7.20685
H -2.16346 1.01714 7.96525
C -3.94414 -5.13860 2.23173
C -4.09275 -4.17533 1.05745
C -2.97245 -3.18142 1.32528
O -1.93569 -3.91230 1.98757
C -2.43174 -5.18767 2.39506
H -4.38146 -6.12039 2.05644
H -4.40721 -4.71398 3.12582
H -3.90914 -4.69815 0.11618
H -5.07213 -3.70321 0.99720
H -3.30379 -2.37354 1.98821
H -2.57320 -2.73783 0.41257
H -1.98741 -5.95233 1.74708
H -2.12241 -5.38442 3.42322
C -1.24951 -7.59651 6.84257
C -0.30744 -7.07134 5.76300
C -0.45061 -8.13684 4.68529
O -1.78389 -8.64304 4.79020
C -2.37845 -8.18411 6.00661
H -1.59280 -6.83134 7.53687
H -0.75749 -8.38373 7.41829
H -0.66498 -6.10821 5.39133
H 0.72062 -6.94481 6.09789
H 0.24771 -8.96497 4.84855
H -0.29298 -7.74399 3.68015
H -3.12733 -7.42267 5.76102
H -2.88162 -9.01791 6.49704
C -0.91977 -5.91626 -3.34134
C -1.88183 -7.07455 -3.08903
C -2.91315 -6.42233 -2.17994
O -2.97014 -5.04341 -2.55045
C -1.87343 -4.73164 -3.41442
H -0.31969 -6.03121 -4.24239
H -0.24223 -5.80127 -2.49261
H -2.34869 -7.38528 -4.02650
H -1.41201 -7.94693 -2.63793
H -2.60752 -6.48378 -1.12875
H -3.90583 -6.86334 -2.27835
H -2.26062 -4.59565 -4.43025
H -1.41561 -3.79690 -3.09055
*
```

***

Number 1 is which compound? C50H86BrF8N5O23P

***

Kohn-Sham gap of number 1 (C50H86BrF8N5O23P)? 6.59 eV

***

What is the Kohn-Sham gap in the first record? 6.59 eV

***

Number 1 is which compound? C50H86BrF8N5O23P